No. 1
98
Properties=species:S:1:pos:R:3:forces:R:3 method="wB97M-V/def2-TZVPD" lumo_ev=-6.58 multiplicity=1 relative_energy_kj_mol=15.8 gap_ev=6.796 e_tot_ev=-137167.0487 total_charge=+2
Ti 0.711575 0.556163 0.378628 -0.021 -0.202 0.013
C -0.353638 -3.672017 -0.451691 -0.004 -0.006 0.032
C -0.922905 -3.280147 0.898896 0.013 -0.027 -0.018
S -0.299240 -1.732038 1.647561 -0.017 -0.002 0.008
C -1.840033 -1.270188 2.480210 -0.010 0.002 0.010
C -1.702804 0.070945 3.170429 -0.031 -0.006 -0.001
S -1.073146 1.393462 2.114514 0.022 0.006 -0.003
C -2.543211 1.977293 1.225676 -0.005 0.017 0.029
C -3.255226 0.983928 0.321304 0.000 0.026 0.015
S -2.118861 0.107161 -0.785170 0.008 0.005 -0.030
C -3.071409 -1.411856 -1.042852 -0.030 -0.007 0.006
C -2.344906 -2.355051 -1.999088 -0.016 -0.002 -0.025
S -0.552777 -2.491000 -1.797517 0.037 -0.030 -0.004
H -0.801055 -4.626451 -0.736446 -0.006 0.009 -0.016
H 0.721603 -3.838282 -0.380883 0.003 0.011 0.005
H -0.702817 -4.066841 1.622019 0.010 0.006 -0.001
H -2.005009 -3.188086 0.842019 -0.005 0.009 -0.004
H -2.059393 -2.044107 3.218290 -0.003 0.012 0.011
H -2.644813 -1.259915 1.750145 0.010 0.000 -0.013
H -1.007730 0.008818 4.004857 0.025 0.015 0.001
H -2.661988 0.397804 3.574616 0.004 -0.001 0.004
H -2.181215 2.834353 0.663489 0.002 -0.005 0.001
H -3.230664 2.347284 1.987543 -0.007 -0.004 -0.005
H -3.987365 1.529112 -0.275288 -0.003 0.000 0.002
H -3.800920 0.245794 0.909291 0.007 -0.017 -0.005
H -4.033601 -1.135153 -1.476276 0.002 0.002 0.002
H -3.272001 -1.884013 -0.082334 0.000 -0.007 0.001
H -2.462306 -1.996585 -3.022421 0.001 0.006 0.002
H -2.799426 -3.346040 -1.961564 0.015 -0.007 0.006
C 4.510518 -1.957482 2.273360 -0.006 0.002 -0.006
Sb 2.922139 -1.425184 0.946029 -0.007 -0.004 -0.056
C 2.032077 0.356725 2.045355 -0.064 -0.010 0.136
C 2.449803 1.707776 1.679253 -0.016 -0.002 -0.096
C 2.731941 2.827361 2.479105 0.010 0.002 0.015
C 3.047063 4.013467 1.856622 0.003 0.000 0.019
C 3.071756 4.100645 0.459112 0.002 0.016 -0.030
C 2.698024 3.000981 -0.270387 -0.039 -0.023 -0.002
N 2.374682 1.850534 0.343426 0.130 0.072 0.057
Si 2.051681 0.049770 3.956430 0.016 0.029 -0.030
C 3.791345 0.324350 4.604004 0.008 -0.039 0.028
C 0.994602 1.314945 4.876100 -0.005 -0.008 0.006
C 1.522114 -1.675811 4.454632 -0.005 0.015 0.025
C 3.995579 -0.661953 -0.781690 -0.009 0.013 0.030
C 3.041172 -0.040632 -1.754837 -0.012 -0.009 -0.010
C 3.524846 0.352731 -3.009969 -0.009 -0.001 -0.015
C 2.678994 0.731039 -4.028050 0.029 0.016 -0.017
C 1.309535 0.707457 -3.805276 -0.017 -0.024 0.035
C 0.880311 0.369755 -2.547701 -0.021 0.039 -0.066
N 1.699079 0.037707 -1.524620 0.010 0.046 0.052
Si 5.630100 0.287507 -0.350469 0.001 0.006 0.020
C 7.024357 -0.916738 -0.014282 0.024 -0.009 -0.015
C 6.181731 1.464827 -1.697746 0.024 -0.002 0.000
C 5.502395 1.352898 1.186073 0.013 0.017 -0.016
Si 4.473978 -2.317290 -1.758585 0.012 -0.015 -0.003
C 5.732983 -2.013158 -3.111576 0.032 -0.013 0.009
C 5.088653 -3.676224 -0.626923 0.003 -0.024 -0.008
C 2.915414 -2.977388 -2.547376 -0.042 0.014 -0.006
H 4.077719 -2.299368 3.209032 -0.015 -0.001 -0.007
H 5.200156 -1.140840 2.450705 0.010 0.014 0.009
H 5.025025 -2.789011 1.800662 0.006 0.007 0.015
H 2.728768 2.757415 3.555657 -0.004 0.007 -0.003
H 3.295607 4.882199 2.452475 0.001 -0.001 -0.001
H 3.359200 5.014332 -0.040804 0.002 0.001 0.005
H 2.643346 3.007232 -1.350332 0.001 0.001 0.002
H 3.690728 0.474195 5.683371 0.005 0.005 -0.005
H 4.286899 1.210246 4.206157 -0.003 0.015 -0.010
H 4.460642 -0.521973 4.470439 -0.002 0.000 -0.015
H 0.369167 1.960751 4.261849 0.005 0.000 -0.005
H 1.650854 1.965998 5.457678 -0.004 0.003 -0.002
H 0.352850 0.808253 5.601503 -0.002 0.003 0.003
H 1.896380 -2.475829 3.815657 0.006 -0.003 -0.010
H 0.439409 -1.790366 4.513503 0.000 0.003 -0.006
H 1.918692 -1.844025 5.460417 -0.002 -0.010 -0.004
H 4.586836 0.318934 -3.183533 -0.018 0.003 -0.003
H 3.081679 1.024202 -4.989056 0.000 -0.005 0.000
H 0.593338 0.971037 -4.569518 -0.002 -0.006 0.000
H -0.175359 0.388097 -2.323790 0.000 0.002 -0.008
H 7.260090 -1.597364 -0.831282 0.000 0.014 0.016
H 6.878734 -1.509005 0.889313 -0.007 0.011 -0.005
H 7.914635 -0.303418 0.153280 0.002 -0.002 0.001
H 6.533294 0.981620 -2.610109 -0.002 0.016 0.004
H 7.031324 2.017159 -1.285707 -0.002 0.002 -0.004
H 5.421155 2.200323 -1.966954 -0.003 -0.002 0.007
H 4.956227 0.919423 2.021527 -0.006 -0.024 0.008
H 5.071116 2.327622 0.958339 -0.001 -0.001 0.003
H 6.525004 1.533129 1.530270 -0.006 0.005 -0.004
H 6.508708 -1.285491 -2.876816 -0.017 -0.012 -0.014
H 5.255786 -1.718877 -4.046935 -0.012 0.001 0.007
H 6.236803 -2.965374 -3.300135 0.003 0.005 -0.004
H 6.004609 -3.447185 -0.085504 -0.014 -0.009 -0.003
H 5.307770 -4.523616 -1.283694 0.002 0.002 0.000
H 4.333263 -4.030085 0.079197 0.001 0.007 -0.007
H 2.464464 -2.300962 -3.275086 0.004 -0.007 -0.003
H 2.162354 -3.208613 -1.793298 -0.012 -0.010 -0.007
H 3.148737 -3.909733 -3.067726 0.014 0.001 0.008
O -0.885988 3.624183 -1.591054 0.027 -0.020 0.010
N 0.074173 3.008608 -1.369583 -0.033 0.038 -0.047
O -0.136785 2.080015 -0.333586 0.014 0.041 0.001

***

No. 2
10
Properties=species:S:1:pos:R:3:forces:R:3 method="wB97M-V/def2-TZVPD" lumo_ev=4.72 multiplicity=1 relative_energy_kj_mol=17.1 smiles=CNC[O-] gap_ev=6.905 e_tot_ev=-5708.1601 total_charge=-1
C 0.297621 0.787654 0.891368 -0.153 0.593 -0.774
N 0.453238 0.344494 -0.488408 0.426 -0.433 0.124
C -0.265385 -0.978297 -0.723165 -0.346 0.262 -0.015
O -1.576627 -0.861817 -0.900941 0.149 -0.055 -0.004
H -0.722432 1.137482 1.096399 -0.132 -0.370 0.347
H 0.945009 1.647723 1.091228 0.208 -0.045 0.081
H 0.597473 -0.039540 1.525979 -0.141 -0.001 0.355
H -0.047841 0.987233 -1.091190 -0.080 0.019 -0.038
H 0.025887 -1.585351 0.177339 0.137 -0.020 -0.013
H 0.293058 -1.439581 -1.578608 -0.067 0.051 -0.063

***

No. 3
19
Properties=species:S:1:pos:R:3:forces:R:3 method="wB97M-V/def2-TZVPD" lumo_ev=0.52 multiplicity=1 relative_energy_kj_mol=116.5 smiles=CCCSS.O.O gap_ev=8.808 e_tot_ev=-29070.4631 total_charge=0
C -2.058898 0.201182 1.493240 1.272 -0.624 -0.734
C -1.435963 -0.190000 0.096574 -0.744 0.515 0.710
C -0.163221 -0.959105 0.351393 1.004 0.675 1.449
S 1.146500 -1.006637 -0.881460 -0.123 0.086 -0.697
S 2.118065 0.882614 -0.843401 0.523 -0.952 0.243
H -1.189292 0.470965 2.106106 -0.209 -0.094 0.163
H -2.623647 1.134036 1.443955 -0.633 -0.596 -0.045
H -2.513849 -0.684780 1.952203 -0.418 0.608 0.076
H -1.302478 0.793393 -0.358539 0.570 -0.302 -0.495
H -2.077823 -0.773243 -0.560772 -0.301 0.239 0.134
H -0.310630 -1.980409 0.723768 -0.229 -0.084 -0.663
H 0.291544 -0.517179 1.244059 0.161 0.111 -0.093
H 1.147569 1.674605 -0.453227 -0.877 0.350 0.048
O 1.872414 0.630895 2.966677 -0.361 0.399 0.101
H 2.103868 0.242139 2.122261 0.281 -0.129 -0.189
H 2.222583 0.062852 3.652363 0.146 -0.222 0.018
O -4.032173 0.158519 -1.848628 -1.052 0.160 0.258
H -4.341493 0.939335 -2.308349 0.608 0.537 -0.637
H -4.880274 -0.017022 -1.413607 0.381 -0.676 0.352